Record 1
{
  "formula": "C19H40BrCl16N3OP",
  "method": "ωB97M-V/def2-TZVPD",
  "lumo_ev": -2.64,
  "total_charge": 1,
  "e_tot_ev": -306557.6639,
  "orbital_gap_ev": 9.09,
  "species": ["Br", "Cl", "Cl", "Cl", "Cl", "Cl", "Cl", "Cl", "Cl", "Cl", "Cl", "Cl", "Cl", "Cl", "Cl", "Cl", "Cl", "P", "O", "N", "N", "N", "C", "C", "C", "C", "C", "C", "C", "C", "C", "C", "C", "C", "C", "C", "C", "C", "C", "C", "C", "H", "H", "H", "H", "H", "H", "H", "H", "H", "H", "H", "H", "H", "H", "H", "H", "H", "H", "H", "H", "H", "H", "H", "H", "H", "H", "H", "H", "H", "H", "H", "H", "H", "H", "H", "H", "H", "H", "H", "H"],
  "xyz": [[2.507, 6.942, -1.569], [-1.935, -7.175, 2.441], [-0.124, -4.320, 2.826], [-4.281, -4.810, -0.282], [3.196, 8.489, -4.796], [-0.969, -0.673, 1.725], [-0.777, -4.822, -1.719], [3.110, -6.757, -3.404], [1.968, 0.868, 1.896], [5.773, 5.329, 3.954], [-4.045, -2.063, -2.211], [0.685, -1.908, -2.759], [0.564, -8.568, -4.791], [2.598, 4.209, 3.913], [-3.583, -3.094, 5.815], [1.097, 5.816, -4.885], [-4.203, -1.892, 2.736], [2.263, 6.236, 0.540], [0.642, 6.221, 0.726], [1.820, 3.545, -1.727], [-0.475, 3.428, -1.264], [1.106, 3.699, 0.447], [-1.803, -4.461, 2.199], [0.318, -2.406, -1.081], [-4.806, -3.616, -2.664], [0.159, -0.746, 3.104], [-4.197, -1.466, 5.427], [2.426, 4.365, 0.371], [5.156, 3.901, 4.821], [0.848, 0.581, 3.280], [-5.100, -1.470, 4.221], [2.175, -6.353, -4.870], [3.038, 3.816, -0.935], [0.827, 7.418, -5.640], [2.111, 8.034, -6.136], [-2.564, -5.566, 2.879], [0.480, -3.887, -0.866], [0.738, -6.795, -4.763], [0.772, 3.524, -0.884], [4.079, 3.208, 4.025], [-5.481, -4.273, -1.486], [0.369, -4.114, 0.193], [-0.699, -2.089, -0.865], [3.796, 2.270, 4.498], [-0.421, -0.999, 3.990], [-3.333, -0.827, 5.260], [4.786, 4.230, 5.788], [0.292, 7.122, 0.724], [0.139, 1.404, 3.301], [1.456, 0.601, 4.181], [1.238, 2.771, 0.862], [3.629, 2.911, -0.788], [2.656, 7.350, -6.781], [-3.603, -5.522, 2.557], [2.208, -5.269, -4.976], [1.883, 8.944, -6.688], [0.348, 8.049, -4.895], [-5.521, -0.476, 4.077], [-1.199, 3.492, -0.566], [-2.297, -3.509, 2.372], [0.148, 7.263, -6.475], [-5.542, -3.399, -3.436], [0.177, -6.404, -5.610], [3.640, 4.562, -1.446], [-1.734, -4.629, 1.126], [2.675, -6.814, -5.718], [-6.165, -3.591, -0.988], [3.018, 4.063, 1.231], [-6.026, -5.155, -1.815], [-2.519, -5.472, 3.960], [-0.727, 3.340, -2.236], [1.448, -4.244, -1.209], [1.852, 2.804, -2.416], [0.869, -1.546, 2.916], [-5.908, -2.189, 4.325], [4.422, 3.005, 3.013], [1.009, -1.870, -0.432], [-4.746, -1.108, 6.295], [0.301, -6.433, -3.837], [-4.024, -4.250, -3.074], [5.992, 3.220, 4.967]],
  "forces_ev_per_angstrom": [[-0.115, 0.000, -0.139], [-0.004, 0.003, 0.001], [-0.053, 0.035, 0.012], [-0.029, -0.067, 0.101], [-0.007, -0.006, -0.008], [-0.026, -0.055, 0.005], [-0.031, -0.016, -0.042], [-0.005, 0.015, 0.006], [0.122, 0.040, 0.067], [0.008, 0.004, 0.003], [0.011, 0.011, 0.001], [0.011, 0.019, -0.019], [0.022, 0.007, 0.003], [-0.056, -0.095, -0.025], [0.012, 0.004, -0.011], [-0.009, -0.014, -0.008], [-0.182, 0.122, -0.046], [0.276, 0.282, 0.409], [-0.156, 0.148, -0.271], [0.062, -0.391, 0.670], [0.030, -0.342, 0.068], [0.262, 0.190, -0.353], [0.000, 0.057, -0.139], [-0.021, 0.008, 0.074], [-0.026, -0.030, -0.018], [-0.022, 0.023, 0.009], [0.008, 0.025, 0.006], [0.149, -0.521, -0.212], [-0.005, -0.004, -0.024], [-0.016, 0.002, -0.005], [-0.021, -0.054, 0.025], [-0.004, 0.025, -0.025], [-0.004, 0.265, -0.068], [-0.017, 0.044, -0.024], [0.008, -0.051, 0.022], [-0.018, 0.002, 0.008], [0.045, -0.084, -0.028], [0.014, 0.034, 0.027], [-0.026, 0.071, -0.192], [0.030, -0.002, 0.015], [0.040, 0.082, -0.015], [0.057, 0.048, -0.011], [-0.006, -0.001, -0.029], [0.001, 0.022, 0.043], [-0.016, 0.047, -0.001], [-0.009, 0.016, 0.011], [0.002, 0.015, -0.003], [-0.018, 0.020, 0.167], [0.044, 0.039, -0.019], [0.028, -0.056, -0.018], [-0.357, 0.042, 0.282], [-0.093, -0.062, 0.073], [0.002, -0.001, 0.000], [-0.002, -0.009, 0.005], [0.004, 0.001, -0.004], [-0.006, 0.008, 0.011], [0.006, -0.013, 0.016], [0.021, 0.004, -0.033], [-0.016, -0.024, -0.008], [0.111, -0.048, 0.101], [0.006, -0.021, -0.001], [0.003, 0.024, 0.004], [-0.002, -0.003, -0.001], [0.074, -0.066, -0.063], [0.045, -0.062, 0.013], [0.015, -0.023, 0.020], [0.008, 0.005, 0.008], [-0.007, 0.020, 0.064], [0.032, -0.013, -0.017], [0.004, -0.002, -0.001], [-0.011, -0.018, 0.000], [-0.013, -0.007, -0.028], [-0.066, 0.427, -0.455], [-0.022, -0.046, -0.026], [0.015, -0.014, 0.029], [-0.034, -0.009, -0.011], [-0.006, 0.011, 0.003], [-0.004, -0.035, 0.011], [-0.063, -0.016, 0.002], [0.011, 0.008, 0.006], [0.008, 0.007, -0.006]],
  "mulliken_charge": [-0.16, -0.19, -0.24, -0.08, -0.16, -0.17, -0.20, -0.19, -0.22, -0.17, -0.18, -0.25, -0.19, -0.16, -0.16, -0.16, -0.10, 0.19, -0.47, -0.15, -0.26, -0.12, 0.81, 0.01, -0.41, -0.48, -0.42, 1.02, -0.52, -0.52, -0.51, -0.47, -0.92, -0.52, -0.43, -0.43, -0.04, -0.01, 0.34, -0.36, -0.57, -0.17, 0.09, 0.30, 0.39, 0.23, 0.34, 0.34, 0.36, 0.39, -0.12, 0.36, 0.31, 0.31, 0.27, 0.31, 0.30, 0.30, 0.26, -0.44, 0.36, 0.35, 0.31, 0.40, -0.14, 0.37, 0.30, -0.39, 0.32, 0.30, 0.25, 0.37, 0.31, 0.30, 0.33, 0.29, 0.17, 0.36, -0.09, 0.26, 0.34]
}

***

Record 2
{
  "formula": "C19H40Cl12N3",
  "method": "ωB97M-V/def2-TZVPD",
  "lumo_ev": -2.77,
  "total_charge": 1,
  "e_tot_ev": -175086.1513,
  "orbital_gap_ev": 8.86,
  "species": ["Cl", "Cl", "Cl", "Cl", "Cl", "Cl", "Cl", "Cl", "Cl", "Cl", "Cl", "Cl", "N", "N", "N", "C", "C", "C", "C", "C", "C", "C", "C", "C", "C", "C", "C", "C", "C", "C", "C", "C", "C", "C", "H", "H", "H", "H", "H", "H", "H", "H", "H", "H", "H", "H", "H", "H", "H", "H", "H", "H", "H", "H", "H", "H", "H", "H", "H", "H", "H", "H", "H", "H", "H", "H", "H", "H", "H", "H", "H", "H", "H", "H"],
  "xyz": [[1.071, 6.550, -6.008], [0.673, 2.804, -3.447], [-1.259, 5.798, -0.576], [3.597, -1.303, 5.047], [4.397, 5.939, -6.340], [2.771, 1.518, 3.339], [0.973, 8.291, -0.050], [0.746, 2.346, 0.759], [0.395, -2.157, 0.850], [2.512, 4.436, -1.091], [-1.652, -1.403, -1.754], [5.165, 1.549, 6.109], [-5.242, -5.000, 1.602], [-5.465, -7.217, 0.807], [-3.864, -5.989, -0.072], [-0.256, -6.786, 1.440], [-1.629, 7.464, -0.049], [-2.970, -4.807, -0.137], [-4.864, -5.985, 0.822], [5.353, -1.027, 5.192], [1.876, 5.745, -7.381], [3.060, 4.924, -6.937], [-3.299, -7.329, 0.144], [-4.605, -8.092, -0.044], [-1.481, -5.098, -0.080], [1.691, 5.163, -2.492], [-0.929, -5.377, 1.344], [0.401, 4.455, -2.816], [0.254, -0.573, 0.034], [-1.153, -0.309, -0.429], [1.239, 3.408, 2.104], [5.704, -0.130, 6.353], [2.645, 3.113, 2.556], [-0.689, 8.465, -0.668], [3.445, 4.352, -7.780], [2.380, 5.151, -3.334], [5.706, -0.617, 4.248], [1.486, 6.201, -2.233], [0.960, -0.560, -0.794], [6.786, -0.099, 6.475], [2.787, 4.229, -6.145], [-2.471, -7.669, -0.461], [-1.174, -5.856, -0.792], [-5.536, -7.549, 1.772], [-0.135, 5.003, -3.589], [-0.657, 8.364, -1.751], [-3.161, -4.330, -1.098], [-3.220, -4.053, 0.608], [-1.714, -5.279, 2.088], [0.555, 0.197, 0.756], [-3.061, -7.530, 1.195], [-2.651, 7.677, -0.356], [-1.017, 9.475, -0.426], [-1.229, 0.707, -0.812], [-0.243, 4.380, -1.940], [-4.605, -9.144, 0.190], [-1.584, 7.492, 1.037], [-5.696, -5.197, 2.482], [-0.386, -7.340, 0.515], [-5.186, -4.027, 1.342], [5.814, -2.003, 5.337], [0.795, -6.706, 1.680], [-0.787, -7.368, 2.192], [-0.997, -4.184, -0.419], [2.163, 6.512, -8.096], [-0.124, -4.676, 1.543], [3.345, 3.136, 1.724], [2.957, 3.856, 3.289], [1.136, 5.099, -7.849], [1.172, 4.433, 1.741], [-1.866, -0.426, 0.384], [-4.941, -7.829, -1.045], [0.523, 3.281, 2.912], [5.263, -0.490, 7.279]],
  "forces_ev_per_angstrom": [[-0.037, 0.058, 0.065], [0.024, -0.052, 0.006], [-0.257, 0.371, 0.434], [0.007, -0.016, 0.030], [-0.016, -0.001, 0.049], [-0.026, 0.008, -0.098], [0.020, -0.054, -0.041], [-0.135, 0.562, 0.195], [0.012, -0.008, 0.015], [0.216, 0.090, -0.043], [-0.066, -0.082, 0.017], [-0.014, 0.001, 0.027], [-0.406, 0.713, 0.639], [0.327, -0.351, 1.907], [1.226, 1.611, 1.461], [-1.140, 0.385, 0.262], [-0.160, 0.111, 0.074], [0.246, 0.309, -1.269], [-0.230, -1.079, -1.625], [0.121, -0.056, -0.017], [-0.020, -0.115, -0.151], [0.017, -0.093, -0.029], [-0.683, -2.108, -0.117], [0.287, 1.537, -0.477], [0.196, 0.592, 0.870], [-0.062, 0.158, -0.110], [0.749, -1.172, -0.973], [-0.089, -0.032, -0.001], [0.129, 0.087, 0.129], [0.028, 0.158, 0.087], [-0.019, 0.352, 0.065], [0.065, -0.046, 0.051], [0.084, 0.014, 0.020], [-0.017, 0.089, -0.025], [-0.016, 0.045, -0.030], [0.008, -0.064, 0.018], [-0.078, 0.074, 0.014], [-0.061, -0.024, 0.042], [-0.038, -0.078, -0.017], [0.001, -0.019, -0.056], [-0.015, 0.049, 0.027], [-0.012, 0.507, -0.485], [-0.123, -0.208, -0.098], [-0.727, -0.288, -0.253], [0.053, -0.004, -0.029], [0.026, -0.048, 0.017], [-0.144, 0.018, -0.074], [-0.083, -0.211, 0.288], [0.008, 0.167, 0.167], [-0.199, -0.748, -0.232], [0.618, 0.577, 0.024], [0.026, -0.017, -0.065], [-0.011, -0.021, 0.048], [0.050, -0.026, -0.063], [0.395, -0.330, -0.407], [-0.258, -0.075, 0.209], [0.085, -0.047, -0.013], [-0.448, -0.044, -0.376], [0.289, -0.031, -0.199], [0.455, -0.149, 0.038], [-0.019, 0.005, 0.045], [0.133, -0.173, 0.084], [0.381, -0.184, 0.251], [-0.139, 0.130, -0.202], [0.045, 0.053, 0.090], [-0.358, 0.343, 0.218], [-0.042, -0.043, -0.023], [-0.061, 0.000, 0.018], [0.000, -0.034, 0.063], [0.054, -0.041, -0.102], [0.009, -0.058, -0.015], [-0.134, -0.841, -0.296], [0.011, -0.119, -0.021], [-0.059, 0.018, -0.030]],
  "mulliken_charge": [-0.17, -0.23, -0.12, -0.19, -0.18, -0.12, -0.17, -0.21, -0.22, -0.13, -0.23, -0.16, -0.34, -0.35, 0.13, -1.22, -0.51, -0.71, 0.52, -0.47, -0.46, -0.41, -0.28, -0.60, -0.78, -0.22, -0.13, -0.09, -0.16, -0.37, -0.57, -0.43, -0.49, -0.51, 0.35, 0.27, 0.31, 0.17, 0.41, 0.29, 0.23, 0.36, 0.56, 0.34, 0.35, 0.32, 0.13, 0.28, 0.39, 0.01, 0.17, 0.32, 0.35, 0.27, -0.14, 0.44, 0.34, 0.23, 0.29, 0.27, 0.34, 0.38, 0.25, 0.28, 0.36, 0.10, 0.25, 0.38, 0.28, 0.25, 0.35, 0.31, 0.44, 0.31]
}